(1)
Below is 2 unconnected molecules or ions with the total composition C22H32N4O8S2, with properties calculated with wB97M-V/def2-TZVPD.

The geometry in ORCA input format:
```
! wB97M-V def2-TZVPD RIJCOSX def2/J DEFGRID3
* xyz 0 1
S -3.54470 -0.86883 -1.55023
S -4.03554 -0.42990 1.36280
O -2.01281 3.86268 3.57720
O 5.01985 -2.93371 -0.54934
O 2.95749 3.67904 2.91290
O -2.69286 2.18041 2.24448
O -1.61936 -4.60710 -1.15270
O -7.80836 -1.44920 0.13695
O -6.88682 0.04104 -1.13315
O -7.93147 0.64801 0.66182
N -7.55061 -0.25368 -0.11111
N 4.10190 5.74075 2.20649
N 1.95730 3.16354 0.89530
N -3.29229 -2.74676 0.37449
C -2.82394 0.78791 -1.52604
C -0.35796 2.83816 0.59251
C -3.83725 -3.71171 -0.60113
C -1.45696 -4.35495 0.22318
C -3.60454 -1.39012 0.14319
C 4.59468 -4.03888 0.21509
C 0.58527 3.36730 2.78070
C 2.69233 2.27219 -1.71311
C -1.83308 3.08288 2.68676
C 1.24251 2.66023 -1.37718
C -1.85937 -2.95961 0.63952
C -1.70830 1.02343 -0.51509
C 4.05037 0.08905 -1.63494
C -1.51483 2.53307 -0.31030
C 5.17718 -0.57461 -0.83903
C -2.86706 -4.15048 -1.68138
C -0.50807 3.07301 1.95892
C 3.31498 1.16685 -0.83345
C 4.70002 -1.70428 0.06549
C 3.57032 4.77964 2.54294
C 0.93544 2.88737 0.06737
C 1.80444 3.40937 2.20331
H 2.57158 0.71194 -0.17469
H -2.02729 -5.06850 0.82891
H 5.71487 0.15944 -0.23564
H 0.45674 3.57901 3.83026
H -0.79745 0.57846 -0.92367
H 0.58117 1.87334 -1.73027
H -1.23965 -2.18913 0.16625
H 4.45786 0.51555 -2.54955
H -4.75191 -3.32088 -1.04458
H 3.61537 -1.65403 0.24088
H -2.44398 0.90390 -2.54026
H -1.69644 -2.89199 1.71928
H -3.61399 1.52613 -1.38147
H 2.68641 1.92338 -2.74332
H 4.05618 1.61891 -0.16377
H 4.98603 -4.93669 -0.25409
H -0.40685 -4.52055 0.45987
H -3.36205 2.00297 2.92654
H 5.18231 -1.66467 1.04948
H 3.34184 -0.70357 -1.87958
H -2.65426 -3.34784 -2.38613
H 4.98722 -3.98997 1.23554
H -2.42436 2.95107 0.11007
H -3.33381 -4.95429 -2.25449
H -1.36864 3.00482 -1.28242
H -1.94275 0.53738 0.42633
H 2.89414 3.20254 0.50527
H 0.97976 3.57311 -1.91674
H 3.50327 -4.09844 0.25187
H 3.31664 3.16805 -1.70468
H -4.13799 -4.59303 -0.03346
H 5.91210 -1.00848 -1.51499
*
```

Computed properties:
**Maximum force**: 0.876 eV Å⁻¹
**Kohn-Sham gap**: 2.89 eV


(2)
Below is C6H12O in the gas phase, with properties calculated with wB97M-V/def2-TZVPD.

The geometry in ORCA input format:
```
! wB97M-V def2-TZVPD RIJCOSX def2/J DEFGRID3
* xyz 0 1
O -0.07698 -0.81773 0.42783
C 1.17189 1.29712 -0.08499
C -2.30768 -1.68824 0.50903
C -1.38002 -0.66545 -0.12022
C 0.48510 0.37055 0.88360
C 1.97450 0.44848 0.87393
C 1.19555 0.97977 -1.56188
H 0.33157 1.41733 -2.07639
H -1.75113 0.35335 0.06026
H 2.48825 -0.41023 0.44927
H -1.32593 -0.80324 -1.20936
H 1.16964 -0.10299 -1.72152
H -0.04887 0.81983 1.72477
H 1.10444 2.35660 0.15813
H 2.10286 1.37238 -2.03476
H -1.91270 -2.69833 0.36437
H -3.30608 -1.63817 0.06113
H 2.48324 0.91733 1.71140
H -2.39764 -1.50835 1.58540
*
```

Computed properties:
**SMILES**: CCO[C@H]1C[C@H]1C
**Maximum force**: 0.235 eV Å⁻¹
**Kohn-Sham gap**: 10.40 eV


(3)
Below is C4H6N2S in the gas phase at a distorted geometry, with properties calculated with wB97M-V/def2-TZVPD.

The geometry in ORCA input format:
```
! wB97M-V def2-TZVPD RIJCOSX def2/J DEFGRID3
* xyz 0 1
S 0.03750 -0.15282 -2.86291
N -0.05558 1.49982 1.68642
N 0.14022 0.14054 -0.03410
C -0.32358 -0.64332 1.10872
C 0.63716 -0.62000 -1.18686
C -0.40346 0.23527 2.09948
C 0.29351 1.37263 0.41786
H -1.35358 -0.52780 -2.95625
H 0.28879 2.22668 -0.32567
H -0.72031 -1.72368 1.01666
H 0.42674 -1.75130 -0.93812
H 1.65435 -0.27656 -1.19898
H -0.62176 0.22053 3.17375
*
```

Computed properties:
**SMILES**: SCn1ccnc1
**Maximum force**: 4.869 eV Å⁻¹
**Kohn-Sham gap**: 9.81 eV


(4)
Below is a molecular structure, C20H23NO4PtS2, with properties calculated with wB97M-V/def2-TZVPD.

The geometry in ORCA input format:
```
! wB97M-V def2-TZVPD RIJCOSX def2/J DEFGRID3
* xyz -2 1
Pt 0.70785 2.14231 -0.02044
S 4.38573 1.77494 -3.39332
S 2.03657 1.13881 -1.69700
O 4.34854 2.25143 -0.88714
O 1.31957 0.40196 1.25755
O -1.03640 -0.56170 0.25280
O 1.52948 -1.35456 2.60966
N -0.10825 3.75841 -0.24658
C -0.18296 -1.46129 0.92512
C 3.91801 2.10789 0.46808
C -2.15954 -2.95853 1.12766
C -1.26863 4.03563 -1.07342
C 1.85577 -4.04788 -1.88270
C -1.97764 -3.19781 3.86804
C -1.03985 -2.43625 3.17544
C -1.11996 -2.30758 1.79429
C 1.90077 -4.31891 -0.51855
C -1.25100 3.23928 -2.38394
C 1.24432 -3.49285 0.37841
C -3.09225 -3.71642 1.81490
C 3.60982 1.78433 -1.90374
C 1.15201 -2.94314 -2.33424
C 0.52682 -2.38599 -0.07425
C -2.54268 3.69279 -0.28985
C 0.97707 -0.72886 1.69309
C 0.48777 -2.11758 -1.43392
C -3.00425 -3.84254 3.19688
C -1.28623 5.53975 -1.41049
H -0.56462 0.30263 0.15409
H -1.28433 6.11969 -0.48457
H 1.29832 -3.67919 1.44389
H 1.13808 -2.70067 -3.39006
H -2.54918 2.62602 -0.06169
H -0.30515 3.39956 -2.90482
H -2.55784 4.24179 0.65515
H -0.22722 -1.94985 3.69467
H -2.07737 3.54512 -3.03806
H -2.16439 5.81941 -2.00469
H 2.38289 -4.68428 -2.58454
H -1.89823 -3.28517 4.94622
H 4.78743 2.38339 1.06471
H -2.23124 -2.85305 0.05191
H 3.07985 2.76931 0.68494
H 2.46193 -5.17163 -0.15260
H -0.38399 5.79662 -1.96949
H -3.73013 -4.43645 3.74136
H 3.60307 1.08734 0.68243
H -0.04578 -1.24187 -1.77846
H -3.44032 3.95359 -0.86350
H -3.89061 -4.21056 1.27235
H -1.33163 2.17263 -2.17158
*
```

Computed properties:
**Maximum force**: 0.264 eV Å⁻¹
**Kohn-Sham gap (alpha / beta)**: 5.40 / 5.40 eV


(5)
Below is a molecular structure, C21H21N5O2Re at a distorted geometry, with properties calculated with wB97M-V/def2-TZVPD.

The geometry in ORCA input format:
```
! wB97M-V def2-TZVPD RIJCOSX def2/J DEFGRID3
* xyz 4 4
Re 0.47831 -0.68542 -0.07368
O 2.77907 0.38493 1.82353
O 0.41792 -3.22552 1.82424
N -1.64982 -1.62123 -0.45368
N -2.19425 -0.03764 3.21421
N 0.46471 1.63442 -0.44966
N 2.21694 -1.82396 -0.78946
N -0.74102 0.05838 1.57496
C 0.73164 -1.67373 -3.68948
C -1.39975 1.11859 3.44089
C -0.52501 0.80162 -3.44678
C 4.36243 -3.22018 -1.18400
C 0.53247 2.77739 -0.44406
C -2.67035 -2.13936 -0.43821
C 0.40080 -2.29045 1.06195
C 3.16645 -2.44205 -0.94508
C 1.47922 -0.52077 -3.68866
C -0.44410 1.18776 2.40943
C -3.96150 -2.78513 -0.46213
C 1.90792 0.02301 1.06194
C -1.71797 -0.62820 2.10197
C -0.55829 2.99390 4.52677
C 0.84208 0.73385 -3.56700
C -0.67371 -1.60409 -3.56612
C -1.29351 -0.38389 -3.44784
C -1.49362 1.96728 4.48657
C 0.47479 2.19280 2.49772
C 0.41165 3.09771 3.54342
C 0.60302 4.21504 -0.46196
H -3.98795 -3.62313 0.25910
H -2.93768 -0.34200 3.83527
H -0.40824 4.65466 -0.53316
H 1.15613 3.90225 3.59857
H 1.44200 1.61331 -3.59451
H -2.25602 1.83648 5.24729
H 4.95868 -3.30224 -0.25891
H 1.28792 2.32397 1.77856
H -4.17937 -3.18504 -1.46689
H -4.75871 -2.06977 -0.19088
H 4.10091 -4.23745 -1.52070
H -2.14082 -1.54907 1.81689
H -1.23147 -2.51119 -3.59199
H 2.53784 -0.54383 -3.80343
H -0.59143 3.70754 5.35219
H 1.08036 4.59662 0.46104
H 1.18488 -2.63044 -3.80554
H -1.03183 1.73586 -3.37692
H 4.98633 -2.74463 -1.95954
H 1.19504 4.56498 -1.32668
H -2.35315 -0.30196 -3.37956
*
```

Computed properties:
**Maximum force**: 7.690 eV Å⁻¹
**Kohn-Sham gap (alpha / beta)**: 9.00 / 4.51 eV


Total energy values, unit Eh, following the record order: -2474.50728; -311.00433; -663.66112; -2047.33014; -1313.70466.